This record from the Open Molecules 2025 dataset describes a 2-piece molecular cluster, C7H15NO overall. The level of theory is ωB97M-V/def2-TZVPD.

Geometry as XYZ:
```
24
Properties=species:S:1:pos:R:3:nbo_charge:R:1
C 0.108 -1.747 -0.679 -0.458
N -0.449 -0.487 -1.072 -0.434
C 0.043 0.639 -0.817 0.151
C 1.309 1.080 -0.111 -0.298
C 2.479 1.019 -1.101 -0.592
C 1.629 0.312 1.173 -0.613
H 1.197 -1.792 -0.712 0.179
H -0.303 -2.503 -1.348 0.202
H -0.223 -1.974 0.336 0.228
H -0.541 1.471 -1.212 0.161
H 1.158 2.132 0.161 0.206
H 2.664 -0.005 -1.423 0.204
H 3.385 1.401 -0.628 0.211
H 2.268 1.620 -1.985 0.210
H 0.736 0.187 1.781 0.234
H 2.365 0.867 1.752 0.209
H 2.041 -0.670 0.964 0.204
C -3.298 -0.428 0.295 -0.741
C -2.262 0.032 1.262 0.464
O -1.590 -0.678 1.962 -0.549
H -2.843 -0.383 -0.694 0.273
H -3.588 -1.455 0.499 0.229
H -4.161 0.230 0.310 0.223
H -2.124 1.133 1.286 0.096
```

Computed properties:
gap between HOMO and LUMO = 10.1 eV
total charge = 0
2S+1 = 1
energy relative to the best compared isomer or geometry (same formula, charge and spin) = 43.7 kcal per mole
lowest unoccupied orbital energy = 1.034 eV
SMILES = C/N=C\C(C)C.CC=O

---

This record from the Open Molecules 2025 dataset describes C17H18BN7O3PtS as an isolated structure in a non-equilibrium geometry. The level of theory is ωB97M-V/def2-TZVPD.

Geometry as XYZ:
```
48
Properties=species:S:1:pos:R:3:nbo_charge:R:1
C -0.310 2.889 -0.724 0.020
N -0.133 1.726 -1.367 -0.287
N 0.197 1.957 -2.679 -0.304
C 0.146 3.295 -2.875 0.056
C -0.162 3.907 -1.661 -0.312
B 0.372 0.722 -3.657 0.537
N 1.450 -0.189 -2.986 -0.298
N 1.263 -0.611 -1.692 -0.304
C 2.288 -1.401 -1.323 0.011
C 3.126 -1.545 -2.417 -0.306
C 2.568 -0.786 -3.446 0.064
Pt -0.278 -0.140 -0.545 1.333
N -0.988 -0.053 -3.465 -0.305
N -1.405 -0.376 -2.193 -0.342
C -2.557 -1.080 -2.259 0.005
C -2.892 -1.205 -3.604 -0.314
C -1.905 -0.537 -4.329 0.052
H -3.037 -1.429 -1.357 0.232
H -1.793 -0.397 -5.393 0.258
H -3.740 -1.735 -3.992 0.264
H 0.603 1.028 -4.790 0.021
H 2.884 -0.636 -4.461 0.260
H 0.328 3.723 -3.851 0.259
H 4.020 -2.136 -2.440 0.270
H -0.276 4.954 -1.469 0.267
H 2.320 -1.806 -0.320 0.236
H -0.555 2.903 0.326 0.250
H -0.508 -1.763 0.209 0.111
C -0.065 -2.117 1.200 -0.778
H 0.473 -3.039 0.967 0.278
H 0.607 -1.409 1.683 0.253
H -0.912 -2.328 1.857 0.254
O -1.158 2.535 4.670 -0.806
S -0.828 1.295 4.014 2.242
O 0.360 0.579 4.420 -0.828
N -0.883 1.408 2.331 -0.579
C -1.833 0.693 1.764 0.553
O -1.992 0.523 0.469 -0.688
C -2.733 0.030 2.729 0.056
C -3.775 -0.868 2.471 -0.213
C -4.344 -1.556 3.548 -0.107
C -3.885 -1.345 4.864 -0.021
C -2.834 -0.442 5.109 -0.203
C -2.263 0.219 4.019 -0.219
H -4.107 -0.995 1.439 0.262
H -5.140 -2.278 3.369 0.263
H -4.327 -1.903 5.699 0.268
H -2.441 -0.271 6.114 0.279
```

Computed properties:
gap between HOMO and LUMO (alpha / beta) = 7.5 / 4.1 eV
total charge = +2
2S+1 = 3
energy relative to the best compared isomer or geometry (same formula, charge and spin) = 13.3 kcal per mole
lowest unoccupied orbital energy (alpha / beta) = -7.735 / -11.118 eV

---

This record from the Open Molecules 2025 dataset describes a 8-piece molecular cluster, C10H34F6O7P overall in a non-equilibrium geometry. The level of theory is ωB97M-V/def2-TZVPD.

Geometry as XYZ:
```
58
Properties=species:S:1:pos:R:3:nbo_charge:R:1
P -0.377 -1.141 0.185 2.603
F 0.162 -2.603 -0.374 -0.598
F -0.453 -0.450 -1.256 -0.593
F -1.917 -1.792 -0.146 -0.602
F -0.956 0.266 0.815 -0.586
F -0.415 -1.851 1.654 -0.577
F 1.150 -0.556 0.308 -0.594
C 1.084 1.316 3.940 -0.635
C 2.138 1.519 2.861 -0.071
O 3.169 2.325 3.467 -0.726
H 0.589 2.248 4.212 0.191
H 1.514 0.773 4.782 0.207
H 0.367 0.593 3.551 0.221
H 1.782 1.876 1.895 0.168
H 2.418 0.495 2.612 0.188
H 2.741 3.124 3.785 0.456
C 2.302 2.373 -1.496 -0.649
C 1.447 1.698 -2.543 -0.066
O 0.112 2.144 -2.441 -0.749
H 3.248 1.847 -1.369 0.224
H 1.838 2.163 -0.533 0.220
H 2.514 3.436 -1.616 0.215
H 1.356 0.621 -2.683 0.186
H 1.820 1.990 -3.525 0.141
H -0.440 1.456 -2.819 0.484
C -4.306 -1.737 2.305 -0.644
C -3.220 -2.583 3.035 -0.059
O -2.687 -3.552 2.159 -0.735
H -4.999 -2.462 1.879 0.202
H -3.896 -1.203 1.447 0.228
H -4.923 -1.149 2.984 0.194
H -3.666 -3.263 3.760 0.158
H -2.460 -1.988 3.543 0.161
H -1.990 -3.123 1.657 0.487
C -4.684 2.004 -2.730 -0.630
C -3.202 1.587 -2.524 -0.077
O -3.106 0.086 -2.588 -0.764
H -5.369 1.571 -2.001 0.217
H -5.011 1.749 -3.738 0.202
H -4.833 3.082 -2.777 0.205
H -2.830 1.833 -1.529 0.195
H -2.472 2.051 -3.186 0.156
H -2.422 -0.214 -1.985 0.491
C 5.208 -1.915 -0.913 -0.635
C 3.944 -1.054 -0.927 -0.073
O 3.704 -0.697 0.484 -0.752
H 6.123 -1.364 -0.693 0.206
H 5.245 -2.576 -1.779 0.204
H 5.044 -2.621 -0.100 0.218
H 3.105 -1.519 -1.444 0.176
H 4.095 -0.150 -1.517 0.147
H 2.746 -0.670 0.536 0.489
O 0.648 -4.299 -2.239 -0.966
H -0.258 -4.169 -2.518 0.464
H 0.780 -3.655 -1.544 0.490
O -0.713 2.982 0.072 -0.977
H -0.341 3.019 -0.809 0.486
H -0.442 2.130 0.412 0.477
```

Computed properties:
gap between HOMO and LUMO = 10.2 eV
total charge = -1
2S+1 = 1
energy relative to the best compared isomer or geometry (same formula, charge and spin) = 57.3 kcal per mole
lowest unoccupied orbital energy = 2.915 eV

---

This record from the Open Molecules 2025 dataset describes C6H2AsCl3NO2ReS5 as an isolated structure. The level of theory is ωB97M-V/def2-TZVPD.

Geometry as XYZ:
```
21
Properties=species:S:1:pos:R:3:nbo_charge:R:1
Re -0.723 -1.363 0.359 1.027
Cl 4.338 3.375 -1.195 0.128
C 2.895 2.533 -0.831 0.000
C 2.926 1.138 -0.752 -0.231
C 1.727 0.540 -0.453 -0.084
Cl 1.558 -1.223 -0.392 0.260
C 0.530 1.202 -0.256 0.251
O -0.597 0.503 0.013 -0.591
C 0.524 2.600 -0.370 -0.055
Cl -0.928 3.468 -0.133 0.121
C 1.716 3.251 -0.643 -0.207
H 3.837 0.583 -0.923 0.275
H 1.730 4.330 -0.718 0.277
S -4.328 -4.186 -2.099 0.031
As -3.034 -3.264 -0.682 0.883
S -2.910 -1.135 -0.115 -0.028
S -0.852 -3.484 -0.477 -0.135
S -4.493 -4.642 0.039 0.006
O -2.353 -1.209 3.850 -0.681
S -0.974 -1.492 3.642 1.672
N -0.591 -1.524 2.137 -0.916
```

Computed properties:
gap between HOMO and LUMO = 4.8 eV
total charge = +2
2S+1 = 1
lowest unoccupied orbital energy = -10.165 eV

---

This record from the Open Molecules 2025 dataset describes the molecule C2H8N3OPS in a non-equilibrium geometry. The level of theory is ωB97M-V/def2-TZVPD.

Geometry as XYZ:
```
16
Properties=species:S:1:pos:R:3:nbo_charge:R:1
N -2.103 -1.253 -0.714 -1.218
P -0.759 -0.289 -0.970 2.313
O -0.550 0.410 -2.243 -1.073
N -0.896 0.606 0.465 -0.941
C 0.311 1.438 0.677 -0.250
C 1.571 0.586 0.960 -0.566
S 2.137 -0.373 -0.493 0.368
N 0.595 -1.305 -0.672 -1.154
H -2.491 -2.024 -1.224 0.422
H -2.612 -0.962 0.136 0.412
H -0.878 -0.151 1.157 0.377
H 0.373 2.088 1.493 0.206
H 0.444 2.004 -0.251 0.229
H 2.454 1.324 1.127 0.236
H 1.530 0.011 1.893 0.217
H 0.875 -2.110 -1.340 0.422
```

Computed properties:
gap between HOMO and LUMO = 9.1 eV
total charge = 0
2S+1 = 1
energy relative to the best compared isomer or geometry (same formula, charge and spin) = 14.0 kcal per mole
lowest unoccupied orbital energy = 0.690 eV
SMILES = N[P@@]1(=O)NCCSN1

---

This record from the Open Molecules 2025 dataset describes C31H30BCo2F3O8 as an isolated structure in a non-equilibrium geometry. The level of theory is ωB97M-V/def2-TZVPD.

Geometry as XYZ:
```
75
Properties=species:S:1:pos:R:3:lowdin_charge:R:1
C -3.059 -1.361 -4.031 -0.007
C -2.274 -0.563 -3.014 -0.444
C -2.896 0.841 -2.928 -0.001
C -2.137 -1.243 -1.577 -0.449
C -3.249 -0.984 -0.590 -0.008
C -1.916 -2.756 -1.641 0.000
O -0.920 -0.627 -1.125 0.091
B -0.164 -0.493 -2.299 -0.554
C 1.350 -0.754 -2.137 -0.038
C 1.709 -1.495 -1.010 -0.018
C 3.030 -1.813 -0.739 -0.011
C 4.015 -1.372 -1.594 -0.122
C 5.449 -1.646 -1.216 -0.510
F 6.199 -2.100 -2.260 0.123
F 6.062 -0.503 -0.758 0.110
F 5.566 -2.568 -0.209 0.104
C 3.703 -0.648 -2.742 0.009
C 2.369 -0.341 -3.009 0.008
C 0.434 -2.402 2.719 -0.199
C 1.003 -2.986 4.006 -0.060
C 0.682 -3.392 1.601 -0.058
O -0.899 -0.421 -3.463 0.163
H -4.108 -1.445 -3.715 0.101
H -3.031 -0.861 -5.009 0.100
H -2.659 -2.375 -4.133 0.084
H -3.975 0.784 -2.716 0.096
H -2.398 1.453 -2.157 0.088
H -2.772 1.341 -3.900 0.105
H -3.640 0.036 -0.670 0.070
H -4.083 -1.672 -0.770 0.102
H -2.877 -1.146 0.425 0.084
H -2.855 -3.287 -1.826 0.095
H -1.195 -3.049 -2.412 0.104
H -1.544 -3.112 -0.676 0.076
H 0.962 -1.782 -0.290 0.070
H 3.290 -2.402 0.137 0.106
H 4.503 -0.337 -3.404 0.125
H 2.114 0.207 -3.906 0.121
H -0.643 -2.227 2.828 0.137
H 0.836 -2.319 4.855 0.090
H 0.536 -3.952 4.248 0.100
H 2.084 -3.152 3.931 0.093
H 0.036 -3.221 0.733 0.061
H 1.740 -3.414 1.276 0.090
H 0.463 -4.409 1.974 0.106
O -4.789 2.736 -0.145 0.092
C -3.790 3.138 0.291 -0.225
Co -2.304 4.015 0.613 -0.043
C -2.824 5.581 1.118 -0.178
O -3.177 6.648 1.412 0.116
C -1.632 4.284 -0.979 -0.172
O -1.394 4.443 -2.100 0.087
C -1.653 0.914 1.511 -0.031
C -0.623 0.141 1.731 -0.078
C 0.602 -0.324 1.953 -0.049
C 1.687 0.558 1.550 -0.194
C 1.457 1.722 0.770 -0.022
C 2.472 2.620 0.473 -0.058
C 3.783 2.341 0.874 -0.075
C 4.066 1.146 1.552 -0.088
C 3.042 0.277 1.895 -0.049
Co -2.174 2.531 2.467 0.100
C -3.635 3.261 3.091 -0.135
O -4.574 3.826 3.466 0.149
C -1.521 1.966 3.977 -0.119
O -1.101 1.526 4.966 0.139
C -1.019 3.945 1.965 -0.287
O -0.024 4.475 2.308 0.119
H -2.272 0.768 0.601 0.049
H 0.947 -1.289 2.582 0.078
H 0.435 1.904 0.430 0.099
H 2.230 3.525 -0.081 0.115
H 4.582 3.036 0.633 0.102
H 5.101 0.903 1.823 0.110
H 3.262 -0.651 2.447 0.114
```

Computed properties:
gap between HOMO and LUMO = 5.1 eV
total charge = 0
2S+1 = 1
energy relative to the best compared isomer or geometry (same formula, charge and spin) = 0.0 kcal per mole
lowest unoccupied orbital energy = -2.161 eV

---

This record from the Open Molecules 2025 dataset describes C16H31F3P2Pd as an isolated structure in a non-equilibrium geometry. The level of theory is ωB97M-V/def2-TZVPD.

Geometry as XYZ:
```
53
Properties=species:S:1:pos:R:3:nbo_charge:R:1
P 0.608 5.295 1.917 1.628
P 2.600 4.914 -1.485 1.659
C 2.064 5.969 1.062 -0.768
C 1.869 6.217 -0.443 -0.754
H 2.924 5.314 1.261 0.252
H 2.280 6.928 1.560 0.255
H 0.802 6.346 -0.706 0.277
H 2.386 7.152 -0.731 0.248
C 4.377 5.214 -1.320 -0.976
H 4.941 4.413 -1.818 0.263
H 4.672 5.272 -0.262 0.268
H 4.604 6.174 -1.802 0.250
C 2.130 5.213 -3.179 -0.992
H 2.788 6.004 -3.568 0.260
H 1.085 5.544 -3.242 0.278
H 2.278 4.296 -3.766 0.278
C 1.271 5.315 3.629 -1.035
H 0.567 4.833 4.317 0.243
H 1.376 6.369 3.920 0.216
H 2.249 4.827 3.697 0.226
C -0.664 6.588 2.029 -0.955
H -0.940 6.982 1.041 0.239
H -0.290 7.414 2.647 0.225
H -1.563 6.170 2.505 0.259
Pd -1.179 -0.213 -1.235 0.120
C 2.346 3.246 -0.917 -0.644
C 2.999 3.013 0.390 -0.085
C 2.412 2.702 1.689 -0.493
C 0.882 2.435 1.840 -0.415
C -0.058 3.625 1.781 -0.567
C -0.418 4.390 0.566 -0.632
C -0.206 3.853 -0.842 -0.402
C 0.849 2.786 -1.143 -0.425
C -1.066 -0.032 0.711 -1.028
H 2.907 2.683 -1.702 0.275
H 4.098 2.914 0.326 0.188
H 2.715 3.492 2.416 0.208
H 2.873 1.748 2.037 0.252
H 0.530 1.682 1.128 0.263
H 0.712 1.962 2.828 0.231
H -0.899 3.451 2.462 0.234
H -1.421 4.833 0.595 0.214
H -0.041 4.728 -1.493 0.150
H -1.171 3.437 -1.188 0.236
H 0.660 1.832 -0.633 0.285
H 0.705 2.494 -2.201 0.235
H -1.572 -0.897 1.148 0.197
H -1.517 0.914 1.030 0.163
H -0.004 -0.088 0.966 0.171
F 0.996 -1.959 -0.553 -0.390
C 0.624 -1.142 -1.600 0.622
F 1.708 -0.324 -1.834 -0.414
F 0.519 -1.943 -2.718 -0.397
```

Computed properties:
gap between HOMO and LUMO (alpha / beta) = 3.6 / 5.2 eV
total charge = 0
2S+1 = 3
energy relative to the best compared isomer or geometry (same formula, charge and spin) = 102.1 kcal per mole
lowest unoccupied orbital energy (alpha / beta) = -0.368 / -0.574 eV

---

This record from the Open Molecules 2025 dataset describes C22H35Ge2S4SbZr as an isolated structure in a non-equilibrium geometry. The level of theory is ωB97M-V/def2-TZVPD.

Geometry as XYZ:
```
65
Properties=species:S:1:pos:R:3:nbo_charge:R:1
Zr 1.598 -1.397 -1.323 1.343
C -0.581 -4.747 1.072 -0.607
C -1.376 -4.009 0.006 -0.785
Ge -0.907 -2.164 -0.519 0.845
C -2.494 -1.666 -1.582 -0.805
C -2.599 -0.203 -1.992 -0.615
C -1.282 -1.174 1.181 -0.518
C -0.559 -0.482 2.074 -0.482
Ge 1.309 -0.124 1.572 1.507
C 1.053 1.207 0.116 -0.836
C 0.951 2.541 0.871 -0.610
C 2.712 0.232 2.870 -0.866
C 2.546 1.180 4.054 -0.608
C -1.205 0.109 3.294 -0.088
C -2.315 -0.506 3.887 -0.191
C -2.940 0.044 4.991 -0.203
C -2.470 1.226 5.551 -0.212
C -1.359 1.836 4.996 -0.228
C -0.735 1.275 3.888 -0.156
H -1.058 -5.695 1.327 0.206
H -0.496 -4.166 1.993 0.204
H 0.430 -4.973 0.735 0.204
H -2.417 -3.889 0.326 0.207
H -1.410 -4.603 -0.911 0.219
H -3.344 -1.948 -0.951 0.207
H -2.529 -2.314 -2.462 0.218
H -2.645 0.454 -1.119 0.199
H -3.493 -0.007 -2.589 0.204
H -1.733 0.108 -2.581 0.209
H -2.354 -1.226 1.387 0.191
H 0.106 0.996 -0.388 0.255
H 1.839 1.277 -0.634 0.257
H 0.083 2.572 1.527 0.220
H 0.837 3.347 0.144 0.228
H 1.843 2.759 1.459 0.211
H 3.554 0.550 2.248 0.249
H 2.963 -0.766 3.234 0.246
H 2.344 2.209 3.753 0.199
H 3.473 1.195 4.629 0.220
H 1.749 0.870 4.731 0.217
H -2.678 -1.448 3.499 0.214
H -3.792 -0.462 5.427 0.215
H -2.958 1.653 6.417 0.215
H -0.969 2.751 5.423 0.213
H 0.133 1.785 3.483 0.193
S 3.013 -3.391 -1.987 -0.572
Sb 4.065 -2.557 -0.027 1.380
S 3.922 -0.335 -0.643 -0.672
S 1.826 -2.378 1.115 -0.551
S 5.705 -3.464 1.114 -0.583
C -0.666 2.708 -4.253 -0.585
C 0.361 1.728 -4.839 -0.194
C -0.251 0.964 -6.020 -0.584
C 1.607 2.495 -5.304 -0.583
C 0.750 0.772 -3.796 0.245
C 1.069 -0.018 -2.923 -0.735
H -0.931 3.449 -5.009 0.211
H -0.252 3.228 -3.389 0.212
H -1.573 2.190 -3.939 0.218
H -0.546 1.674 -6.794 0.209
H -1.132 0.402 -5.709 0.216
H 0.470 0.265 -6.444 0.217
H 1.326 3.202 -6.086 0.209
H 2.357 1.812 -5.703 0.219
H 2.055 3.049 -4.478 0.214
```

Computed properties:
gap between HOMO and LUMO = 6.9 eV
total charge = 0
2S+1 = 1
energy relative to the best compared isomer or geometry (same formula, charge and spin) = 28.8 kcal per mole
lowest unoccupied orbital energy = -1.221 eV